Density functional theory data (ωB97M-V/def2-TZVPD) for C17H21ClCoN8O4 as an isolated structure.

Geometry as XYZ:
```
52
Properties=species:S:1:pos:R:3:forces:R:3:mulliken_charge:R:1
Co 0.563 0.021 0.706 0.1613 0.0673 -0.0910 1.06
O -1.300 -0.293 -2.843 -0.0696 -0.0445 -0.0055 -0.83
C -0.731 -0.012 -1.786 0.2565 0.1686 -0.0398 0.44
O -0.674 -0.680 -0.713 -0.0235 0.0359 0.0671 -0.70
C 0.078 1.292 -1.748 -0.0850 -0.0936 0.1168 0.42
C 0.133 2.183 -2.807 0.0074 -0.0116 0.1314 -0.82
C 0.909 3.320 -2.662 -0.0012 0.0517 -0.0687 -0.25
C 1.596 3.531 -1.475 0.0238 0.0156 0.0588 -0.78
C 1.498 2.588 -0.464 -0.0907 -0.0145 -0.0796 -0.44
N 0.758 1.495 -0.618 0.0066 -0.1345 -0.0456 0.79
H -0.434 1.954 -3.698 0.0013 0.0014 -0.0155 0.55
H 0.973 4.044 -3.467 0.0070 0.0103 0.0121 0.38
H 2.200 4.416 -1.321 -0.0126 0.0118 -0.0242 0.41
H 2.009 2.656 0.488 0.0156 -0.0082 0.0023 0.42
Cl 0.266 -1.858 2.094 0.0117 -0.0391 0.0269 -0.71
C 1.733 1.381 2.912 -0.0292 -0.0525 0.1672 -0.82
O 2.016 0.722 1.729 -0.1593 0.0764 -0.1875 -0.42
H 1.223 0.738 3.652 0.0082 -0.0106 -0.0386 0.18
H 1.089 2.268 2.788 0.0275 0.0241 -0.0375 0.15
H 2.666 1.730 3.391 0.0068 -0.0204 -0.0070 0.28
N -1.906 0.296 3.281 0.0540 0.1144 0.0018 -0.33
C -1.624 1.466 2.627 -0.0579 -0.1804 0.0261 0.61
O -1.005 1.445 1.553 0.0271 0.0700 -0.0747 -0.66
C -2.105 2.692 3.219 0.0353 -0.0293 -0.0426 0.15
C -1.866 3.927 2.584 0.0349 0.0618 0.0148 0.21
N -1.681 4.959 2.092 -0.0129 0.0133 -0.0131 -0.78
C -2.803 2.680 4.437 -0.0923 0.0224 0.0324 -0.07
N -3.382 2.626 5.443 0.0256 -0.0011 0.0244 -0.69
H -1.340 -0.496 2.986 -0.0158 -0.0152 0.0138 0.08
H -2.145 0.354 4.257 -0.0156 -0.0150 -0.0076 0.22
C 3.014 -0.540 -1.636 0.0034 0.0303 -0.0268 -0.69
N 4.084 -1.372 -2.217 -0.0130 -0.0004 0.0130 0.05
C 3.475 -2.632 -2.657 0.0026 -0.0096 -0.0294 -0.74
N 2.805 -3.352 -1.575 0.0105 -0.0001 0.0073 -0.01
C 1.765 -2.466 -1.018 -0.0162 -0.0205 -0.0452 -0.62
N 2.342 -1.209 -0.531 -0.0816 -0.0500 0.1761 0.86
C 3.335 -1.514 0.508 0.0240 -0.0116 -0.0140 -0.76
N 4.409 -2.379 -0.019 0.0095 0.0001 0.0203 0.07
C 5.032 -1.690 -1.144 0.0243 0.0114 -0.0239 -0.64
C 3.791 -3.605 -0.522 0.0037 -0.0246 -0.0165 -0.62
H 2.285 -0.313 -2.418 -0.0027 -0.0016 0.0024 0.16
H 3.445 0.396 -1.273 -0.0027 -0.0006 0.0062 0.10
H 4.261 -3.270 -3.076 -0.0048 0.0045 0.0025 0.34
H 2.744 -2.413 -3.438 0.0003 -0.0009 0.0050 0.38
H 1.257 -2.954 -0.186 0.0091 0.0015 -0.0041 0.16
H 1.028 -2.246 -1.791 -0.0015 0.0011 0.0138 0.16
H 2.825 -2.005 1.335 -0.0010 -0.0070 -0.0111 0.13
H 3.745 -0.576 0.880 -0.0013 0.0013 -0.0049 0.25
H 5.825 -2.323 -1.558 -0.0041 0.0031 0.0046 0.34
H 5.477 -0.759 -0.783 -0.0023 -0.0046 0.0033 0.33
H 3.293 -4.111 0.307 0.0026 0.0015 -0.0013 0.35
H 4.574 -4.259 -0.923 -0.0037 0.0022 0.0054 0.35
```
Positions in Å, forces in eV/Å.

Summary:
- 2S+1: 2
- E_HOMO (alpha / beta): -2.0 / -2.0 eV
- Electronic energy: -88234.1747 eV
- Charge: -2